1.
This record from the Open Molecules 2025 dataset describes one molecule with the formula C4H11NS2. The level of theory is ωB97M-V/def2-TZVPD.

Calculated values
- HOMO-LUMO gap (eV) = 8.9
- energy relative to the best compared isomer or geometry (same formula, charge and spin) (eV) = 2.6806
- DFT total energy (eV) = -27484.5848
- E_HOMO (hartree) = -0.3070
- 2S+1 = 1
- strongest force on any atom (Eh/bohr) = 0.09674

The geometry in XYZ format:
```
18
Properties=species:S:1:pos:R:3:forces:R:3:mulliken_charge:R:1
C 1.850 -0.996 0.601 -0.1 -1.1 0.9 -0.83
N 0.965 0.248 0.736 1.0 -2.5 0.2 -0.41
C -0.396 -0.080 1.384 0.5 0.8 -1.5 -0.42
C -1.286 1.121 0.863 3.5 -2.3 -2.6 -0.86
C -1.455 0.708 -0.736 -3.1 1.2 2.3 -0.57
S -0.672 -0.663 -1.563 -1.8 -1.4 0.7 -0.06
S 0.902 -0.042 -2.641 1.0 0.5 -0.9 -0.20
H 2.830 -0.885 0.043 -1.2 0.6 0.9 0.32
H 1.414 -1.936 0.153 -0.4 1.2 -0.3 0.31
H 2.021 -1.407 1.601 0.6 0.5 0.1 0.35
H 0.901 0.394 -0.265 -0.9 0.9 0.4 0.04
H -0.237 -0.145 2.459 0.0 0.0 -0.1 0.48
H -0.775 -1.056 0.963 0.2 0.8 0.7 0.26
H -2.251 1.430 1.197 -0.4 -0.3 0.8 0.45
H -0.556 1.935 0.788 -0.6 0.2 0.7 0.34
H -2.595 0.561 -0.692 1.6 -0.3 -1.1 0.31
H -1.298 1.651 -1.184 0.2 0.7 -1.4 0.34
H 0.637 -0.840 -3.709 -0.1 0.5 0.3 0.17
```
Positions in Å, forces in eV/Å.

2.
This record from the Open Molecules 2025 dataset describes a 2-piece molecular cluster, C4H11O overall. The level of theory is ωB97M-V/def2-TZVPD.

Calculated values
- HOMO-LUMO gap (eV) = 5.7
- charge = -1
- energy relative to the best compared isomer or geometry (same formula, charge and spin) (eV) = 0.3043
- DFT total energy (eV) = -6372.9083
- E_HOMO (hartree) = -0.0706
- 2S+1 = 1
- strongest force on any atom (Eh/bohr) = 0.01868

The geometry in XYZ format:
```
16
Properties=species:S:1:pos:R:3:forces:R:3:mulliken_charge:R:1
C -0.331 2.921 -0.300 0.0 -0.2 0.0 -0.53
O 0.825 2.310 -0.596 0.2 -0.1 0.0 -0.84
H -0.566 3.813 -0.938 -0.1 0.1 0.0 0.21
H -0.420 3.301 0.757 0.0 0.1 0.0 0.13
H -1.250 2.268 -0.403 0.0 0.1 -0.1 0.08
C 0.194 -3.052 0.125 0.3 -0.5 0.1 -1.15
C -0.092 -1.752 0.866 0.4 0.0 -0.2 -0.23
C -0.408 -0.582 -0.074 -0.6 -0.3 0.7 -0.91
H 0.421 -3.887 0.806 -0.2 0.2 0.0 0.33
H -0.643 -3.377 -0.503 0.0 0.2 0.0 0.31
H 1.080 -2.971 -0.508 -0.1 0.2 -0.1 0.29
H -0.896 -1.926 1.582 -0.1 0.0 0.1 0.28
H 0.807 -1.501 1.440 -0.2 0.0 0.2 0.23
H -1.035 0.149 0.444 0.2 0.1 -0.1 0.22
H -1.017 -0.956 -0.901 0.2 0.1 -0.3 0.26
H 0.482 -0.040 -0.384 -0.1 0.1 -0.4 0.31
```
Positions in Å, forces in eV/Å.

3.
This record from the Open Molecules 2025 dataset describes a 2-piece molecular cluster, C4H11O overall. The level of theory is ωB97M-V/def2-TZVPD.

Calculated values
- HOMO-LUMO gap (alpha / beta) (eV) = 2.9 / 6.6
- charge = -2
- energy relative to the best compared isomer or geometry (same formula, charge and spin) (eV) = 2.0255
- DFT total energy (eV) = -6367.2286
- E_HOMO (alpha / beta) (hartree) = 0.1608 / 0.0234
- <S²> = 0.751
- 2S+1 = 2
- strongest force on any atom (Eh/bohr) = 0.07403

The geometry in XYZ format:
```
16
Properties=species:S:1:pos:R:3:forces:R:3:lowdin_spin:R:1
C -1.686 -0.532 -1.965 -0.1 -2.6 0.6 0.00
O -0.413 -0.924 -2.102 0.3 0.5 0.1 0.00
H -2.382 -1.476 -2.181 0.0 1.1 0.1 0.00
H -1.989 0.204 -2.776 -0.4 0.3 1.1 0.00
H -1.969 -0.338 -0.810 -0.1 0.7 -2.1 0.00
C 1.776 0.993 0.804 0.6 0.1 -0.3 0.17
C 1.036 0.183 1.794 -1.9 -2.6 2.1 0.30
C -0.467 0.239 1.449 0.9 -0.3 -0.5 0.10
H 1.008 1.181 0.075 0.2 0.8 -0.8 0.00
H 2.039 1.849 1.364 0.9 1.7 -0.2 0.09
H 2.613 0.511 0.236 -0.5 0.3 0.9 0.04
H 1.409 -0.820 1.572 -0.5 -0.4 0.4 0.04
H 0.936 0.266 2.926 1.7 0.7 -1.0 0.17
H -0.813 1.287 1.441 -0.1 -0.4 0.4 0.03
H -1.055 -0.468 2.045 -0.1 0.4 0.2 0.05
H -0.444 -0.102 0.435 -0.8 -0.3 -0.8 0.00
```
Positions in Å, forces in eV/Å.

4.
This record from the Open Molecules 2025 dataset describes C4H11O2Pt as an isolated structure. The level of theory is ωB97M-V/def2-TZVPD.

Calculated values
- HOMO-LUMO gap (alpha / beta) (eV) = 7.3 / 7.6
- energy relative to the best compared isomer or geometry (same formula, charge and spin) (eV) = 0.0000
- DFT total energy (eV) = -11660.9321
- E_HOMO (alpha / beta) (hartree) = -0.2481 / -0.3210
- <S²> = 3.756
- 2S+1 = 4
- strongest force on any atom (Eh/bohr) = 0.07101

The geometry in XYZ format:
```
18
Properties=species:S:1:pos:R:3:forces:R:3:lowdin_spin:R:1
H 0.417 -0.098 2.325 0.2 0.2 0.2 0.10
O 0.267 -0.206 3.282 0.0 -0.2 0.0 0.08
C -0.955 0.413 3.619 -0.2 0.2 0.0 0.01
H -1.772 0.078 2.959 0.1 0.1 0.2 0.00
H -1.195 0.135 4.653 0.0 0.1 -0.3 0.00
H -0.895 1.512 3.558 0.0 -0.2 0.0 0.00
C 1.864 0.257 -2.687 0.5 0.0 -0.4 0.04
O 0.977 0.005 -1.605 -0.4 -0.8 -2.6 0.35
C -0.264 -0.502 -1.934 0.9 0.7 0.5 0.65
C -1.151 -0.691 -0.761 -1.4 -1.8 -2.9 0.13
Pt 1.325 0.781 0.232 0.6 1.1 2.6 1.50
H 2.752 0.736 -2.256 -0.2 -0.2 -0.2 0.01
H 2.126 -0.696 -3.166 0.0 0.3 0.1 0.01
H 1.405 0.930 -3.425 0.0 -0.1 0.2 0.00
H -1.867 -1.313 -1.437 -0.1 0.9 1.9 0.01
H -0.637 -0.169 -2.908 0.1 -0.2 0.3 0.04
H -0.775 -1.422 -0.030 0.0 0.8 0.1 0.02
H -1.621 0.251 -0.420 0.2 -0.6 0.3 0.04
```
Positions in Å, forces in eV/Å.

5.
This record from the Open Molecules 2025 dataset describes a 2-piece molecular cluster, C4H11O3P overall. The level of theory is ωB97M-V/def2-TZVPD.

Calculated values
- HOMO-LUMO gap (eV) = 9.3
- energy relative to the best compared isomer or geometry (same formula, charge and spin) (eV) = 2.9773
- DFT total energy (eV) = -19755.6460
- E_HOMO (hartree) = -0.3128
- 2S+1 = 1
- strongest force on any atom (Eh/bohr) = 0.06669

The geometry in XYZ format:
```
19
Properties=species:S:1:pos:R:3:forces:R:3:mulliken_charge:R:1
C 2.456 0.484 0.435 -1.2 -2.8 -1.1 -1.09
C 1.063 0.332 -0.159 -1.9 -1.8 1.9 -0.29
P -0.108 1.099 1.022 -0.4 0.0 -0.1 0.11
O 0.554 2.630 0.924 -0.3 0.1 0.0 -0.47
C -1.567 1.426 -0.145 2.7 1.4 -1.0 -0.40
O -2.236 0.285 -0.625 -0.1 -0.3 -0.2 -0.51
H 3.101 -0.214 -0.151 0.0 0.0 1.5 0.33
H 2.742 1.391 0.092 1.2 3.2 -0.4 0.34
H 2.338 0.471 1.527 1.0 -0.5 -0.3 0.33
H 0.638 -0.721 -0.207 0.9 0.8 0.0 0.07
H 0.866 0.766 -1.096 0.3 0.7 -1.4 0.38
H 0.247 3.167 1.659 0.1 0.1 0.1 0.31
H -0.977 1.848 -1.061 -1.3 0.2 1.6 0.24
H -2.132 2.238 0.409 -0.2 -1.2 -1.2 0.29
H -1.701 -0.015 -1.389 -0.7 0.1 0.7 0.35
C -1.302 -3.791 -0.273 -1.9 -1.2 -2.0 -0.09
O -0.443 -3.619 -1.079 1.0 0.3 -0.2 -0.38
H -1.297 -3.436 0.715 0.3 0.7 1.8 0.25
H -2.241 -4.340 -0.597 0.6 0.3 0.5 0.21
```
Positions in Å, forces in eV/Å.

6.
This record from the Open Molecules 2025 dataset describes a 3-piece molecular cluster, C4H11O4 overall. The level of theory is ωB97M-V/def2-TZVPD.

Calculated values
- HOMO-LUMO gap (eV) = 7.4
- charge = -1
- energy relative to the best compared isomer or geometry (same formula, charge and spin) (eV) = 1.0461
- DFT total energy (eV) = -12517.5627
- E_HOMO (hartree) = -0.1518
- 2S+1 = 1
- strongest force on any atom (Eh/bohr) = 0.04899

The geometry in XYZ format:
```
19
Properties=species:S:1:pos:R:3:forces:R:3:mulliken_charge:R:1
O -0.538 -2.186 -0.522 -0.8 0.9 0.3 -0.81
C 0.284 -1.247 -0.693 2.5 -0.5 -0.3 0.45
O 1.207 -1.240 -1.554 -0.8 0.0 -0.2 -0.73
C 0.457 -0.065 0.285 0.4 1.2 1.4 -0.36
C -0.407 1.191 -0.025 -0.4 -1.1 -0.4 -0.14
C 0.428 2.229 -0.769 -0.4 -0.4 -2.2 -1.32
H 1.484 0.327 0.170 -0.3 -0.8 -0.1 0.21
H 0.389 -0.285 1.369 -0.4 -0.5 -0.7 0.28
H -0.876 1.716 0.799 0.0 -0.5 0.7 0.32
H -1.235 0.651 -0.553 0.3 1.6 -0.3 0.14
H 1.433 2.407 -0.380 -0.2 -0.1 0.4 0.30
H 0.588 1.874 -1.800 0.3 -0.2 0.3 0.33
H -0.046 3.183 -0.985 -0.3 0.3 0.6 0.38
H 2.535 1.352 2.120 -0.2 0.2 -0.1 0.31
H 1.370 2.375 2.249 0.1 0.1 -0.2 0.29
O 1.624 1.466 2.415 0.2 0.0 0.6 -0.62
H -1.977 -1.446 0.064 -0.2 -0.3 0.3 0.38
H -3.156 -0.955 -0.684 -0.4 0.1 -0.2 0.29
O -2.897 -1.084 0.228 0.4 -0.1 -0.1 -0.71
```
Positions in Å, forces in eV/Å.

7.
This record from the Open Molecules 2025 dataset describes C4H11OP as an isolated structure. The level of theory is ωB97M-V/def2-TZVPD.

Calculated values
- HOMO-LUMO gap (eV) = 9.7
- energy relative to the best compared isomer or geometry (same formula, charge and spin) (eV) = 2.7936
- DFT total energy (eV) = -15660.0673
- E_HOMO (hartree) = -0.3157
- 2S+1 = 1
- strongest force on any atom (Eh/bohr) = 0.11305

The geometry in XYZ format:
```
17
Properties=species:S:1:pos:R:3:forces:R:3:mulliken_charge:R:1
C 2.819 -0.370 0.401 0.1 4.1 1.7 -0.84
C -2.741 0.031 0.201 1.7 -0.6 1.7 -1.33
C 1.815 -0.159 -0.670 -3.7 -2.5 3.1 -0.90
C -1.524 0.542 -0.596 -0.1 0.5 4.8 -0.34
O -0.855 -2.114 -0.306 0.1 -0.4 0.2 -0.63
P -0.400 -0.770 0.103 3.3 1.6 -4.5 0.47
H 3.236 0.732 0.636 -0.9 -2.5 0.4 0.20
H 2.497 -0.952 1.290 0.0 0.8 -0.4 0.28
H 3.660 -0.864 0.057 1.7 -1.2 -1.0 0.33
H -2.430 -0.073 1.321 -1.0 -0.2 -1.9 0.35
H -3.541 0.658 0.171 -2.1 2.4 0.1 0.43
H -3.139 -0.833 -0.259 0.0 -1.5 0.1 0.35
H 1.901 -0.894 -1.366 0.0 -2.2 -2.2 0.37
H 1.543 0.706 -1.145 0.0 2.6 -0.5 0.55
H -1.431 1.606 -0.186 0.8 -1.4 -1.1 0.29
H -1.746 0.446 -1.593 0.1 0.0 -2.5 0.37
H -0.378 -0.521 1.416 0.1 0.4 1.8 0.06
```
Positions in Å, forces in eV/Å.

8.
This record from the Open Molecules 2025 dataset describes a 2-piece molecular cluster, C4H11OS2 overall. The level of theory is ωB97M-V/def2-TZVPD.

Calculated values
- HOMO-LUMO gap (eV) = 6.2
- charge = -1
- energy relative to the best compared isomer or geometry (same formula, charge and spin) (eV) = 0.3498
- DFT total energy (eV) = -28045.5402
- E_HOMO (hartree) = -0.0950
- 2S+1 = 1
- strongest force on any atom (Eh/bohr) = 0.03486

The geometry in XYZ format:
```
18
Properties=species:S:1:pos:R:3:forces:R:3:mulliken_charge:R:1
C 1.569 -1.718 -0.361 0.7 -0.2 -0.3 -0.66
O 0.497 -1.733 -1.262 -0.4 0.0 0.1 -0.55
C 2.109 -0.340 0.008 0.7 0.0 0.3 -0.15
C 2.292 0.553 -1.214 -0.5 -0.8 -1.5 -1.05
H 2.330 -2.306 -0.879 0.4 0.1 0.0 0.44
H 1.401 -2.231 0.587 -0.6 -0.2 0.0 0.24
H 3.082 -0.552 0.532 -0.7 0.4 -0.3 0.31
H 1.415 0.134 0.732 0.4 -0.2 -0.4 0.18
H 2.528 1.580 -0.999 0.3 0.4 0.3 0.32
H 1.321 0.580 -1.766 0.7 0.0 0.5 0.23
H 3.026 0.156 -1.979 -0.5 0.3 1.0 0.32
C -2.028 2.171 0.963 -1.2 -0.5 -0.5 -0.85
S -1.068 1.083 -0.082 0.2 0.0 0.0 -0.11
S -1.156 -0.654 1.014 -0.4 -0.1 0.4 -0.67
H -2.999 1.670 1.088 0.3 0.0 0.5 0.26
H -2.311 2.989 0.293 0.5 0.7 0.6 0.30
H -1.574 2.372 1.947 -0.1 0.3 -0.6 0.23
H -0.276 -1.402 -0.745 0.0 -0.2 0.0 0.21
```
Positions in Å, forces in eV/Å.

9.
This record from the Open Molecules 2025 dataset describes a 2-piece molecular cluster, C4H11OS2 overall. The level of theory is ωB97M-V/def2-TZVPD.

Calculated values
- HOMO-LUMO gap (eV) = 6.4
- charge = -1
- energy relative to the best compared isomer or geometry (same formula, charge and spin) (eV) = 0.1082
- DFT total energy (eV) = -28045.7818
- E_HOMO (hartree) = -0.0985
- 2S+1 = 1
- strongest force on any atom (Eh/bohr) = 0.02072

The geometry in XYZ format:
```
18
Properties=species:S:1:pos:R:3:forces:R:3:mulliken_charge:R:1
C -2.005 2.615 0.215 0.1 -0.5 -0.5 -0.77
S -0.334 2.194 -0.370 -0.2 -0.1 -0.1 -0.17
S -0.712 0.393 -1.380 -0.2 0.7 0.1 -0.65
H -2.639 2.573 -0.672 -0.2 0.2 0.1 0.23
H -2.031 3.609 0.664 0.1 -0.1 0.1 0.27
H -2.340 1.837 0.901 -0.1 0.1 0.2 0.24
H 1.046 -0.071 -0.350 0.6 -0.9 0.3 0.17
C 1.308 -2.001 -0.205 0.3 0.1 -0.2 -0.72
O 1.742 -0.683 0.055 -0.4 0.4 -0.2 -0.47
C 0.257 -2.476 0.796 0.3 0.7 0.3 -0.05
C 0.795 -2.261 2.218 0.0 -0.2 0.0 -1.09
H 2.215 -2.612 -0.124 -0.1 -0.2 0.0 0.35
H 0.945 -2.084 -1.239 -0.1 0.0 0.1 0.29
H -0.022 -3.517 0.625 0.1 -0.1 -0.1 0.32
H -0.622 -1.841 0.648 0.0 -0.2 0.0 0.16
H 0.250 -2.839 2.970 0.0 0.1 -0.1 0.34
H 0.757 -1.209 2.485 -0.1 0.1 0.0 0.26
H 1.853 -2.542 2.272 -0.1 -0.1 0.0 0.29
```
Positions in Å, forces in eV/Å.

10.
This record from the Open Molecules 2025 dataset describes a 2-piece molecular cluster, C4H11S2 overall. The level of theory is ωB97M-V/def2-TZVPD.

Calculated values
- HOMO-LUMO gap (eV) = 5.0
- charge = -1
- energy relative to the best compared isomer or geometry (same formula, charge and spin) (eV) = 1.7161
- DFT total energy (eV) = -25996.1212
- E_HOMO (hartree) = -0.0808
- 2S+1 = 1
- strongest force on any atom (Eh/bohr) = 0.09740

The geometry in XYZ format:
```
17
Properties=species:S:1:pos:R:3:forces:R:3:mulliken_charge:R:1
C 1.281 -0.789 -0.282 1.4 1.4 2.1 -0.90
S 3.106 -0.359 -0.502 -1.1 -0.8 0.0 -0.10
C 3.567 -0.904 1.196 2.5 3.9 -1.9 -0.82
H 1.085 -1.840 -0.098 0.3 -0.1 0.3 0.33
H 0.929 -0.095 0.540 0.2 -1.2 -0.6 0.28
H 0.713 -0.493 -1.100 -0.7 0.6 -1.8 0.35
H 4.615 -0.490 1.411 -1.1 -1.5 -0.5 0.29
H 3.334 -1.896 1.232 -0.1 -2.5 0.9 0.27
H 3.021 -0.211 1.749 -1.5 0.3 1.6 0.29
C -3.210 0.597 -1.058 -2.2 -0.8 1.8 -1.00
C -2.073 1.189 -0.182 -3.0 -0.1 0.1 -0.33
S -2.526 2.126 1.287 -0.5 0.6 0.3 -0.72
H -3.857 -0.080 -0.337 0.8 1.6 -1.2 0.24
H -3.919 1.315 -1.595 1.1 -0.9 0.7 0.27
H -2.801 -0.179 -1.695 0.2 0.2 -0.8 0.29
H -1.733 0.291 0.256 1.9 -0.9 -0.1 0.01
H -1.532 1.820 -0.824 1.7 0.3 -0.7 0.24
```
Positions in Å, forces in eV/Å.

- Among the records above, which one has the highest DFT total energy?
  number 3

- The highest 2S+1 belongs to which entry?
  C4H11O2Pt

What did the sixth record say?
This record from the Open Molecules 2025 dataset describes a 3-piece molecular cluster, C4H11O4 overall. The level of theory is ωB97M-V/def2-TZVPD.

Calculated values
- HOMO-LUMO gap (eV) = 7.4
- charge = -1
- energy relative to the best compared isomer or geometry (same formula, charge and spin) (eV) = 1.0461
- DFT total energy (eV) = -12517.5627
- E_HOMO (hartree) = -0.1518
- 2S+1 = 1
- strongest force on any atom (Eh/bohr) = 0.04899

The geometry in XYZ format:
```
19
Properties=species:S:1:pos:R:3:forces:R:3:mulliken_charge:R:1
O -0.538 -2.186 -0.522 -0.8 0.9 0.3 -0.81
C 0.284 -1.247 -0.693 2.5 -0.5 -0.3 0.45
O 1.207 -1.240 -1.554 -0.8 0.0 -0.2 -0.73
C 0.457 -0.065 0.285 0.4 1.2 1.4 -0.36
C -0.407 1.191 -0.025 -0.4 -1.1 -0.4 -0.14
C 0.428 2.229 -0.769 -0.4 -0.4 -2.2 -1.32
H 1.484 0.327 0.170 -0.3 -0.8 -0.1 0.21
H 0.389 -0.285 1.369 -0.4 -0.5 -0.7 0.28
H -0.876 1.716 0.799 0.0 -0.5 0.7 0.32
H -1.235 0.651 -0.553 0.3 1.6 -0.3 0.14
H 1.433 2.407 -0.380 -0.2 -0.1 0.4 0.30
H 0.588 1.874 -1.800 0.3 -0.2 0.3 0.33
H -0.046 3.183 -0.985 -0.3 0.3 0.6 0.38
H 2.535 1.352 2.120 -0.2 0.2 -0.1 0.31
H 1.370 2.375 2.249 0.1 0.1 -0.2 0.29
O 1.624 1.466 2.415 0.2 0.0 0.6 -0.62
H -1.977 -1.446 0.064 -0.2 -0.3 0.3 0.38
H -3.156 -0.955 -0.684 -0.4 0.1 -0.2 0.29
O -2.897 -1.084 0.228 0.4 -0.1 -0.1 -0.71
```
Positions in Å, forces in eV/Å.